(1)
{"formula": "C22H74O22", "method": "the ωB97M-V functional and the def2-TZVPD basis", "de_lowest_ev": 0.000, "charge": 0, "lumo_ha": 0.003, "mol_weight_g_mol": 690.81, "homo_ev": -9.0960, "homo_lumo_gap_ev": 9.18, "elements": ["C", "O", "H", "H", "H", "H", "C", "O", "H", "H", "H", "H", "C", "O", "H", "H", "H", "H", "C", "O", "H", "H", "H", "H", "C", "O", "H", "H", "H", "H", "C", "O", "H", "H", "H", "H", "C", "O", "H", "H", "H", "H", "C", "O", "H", "H", "H", "H", "C", "C", "O", "O", "H", "H", "H", "H", "H", "H", "C", "C", "O", "O", "H", "H", "H", "H", "H", "H", "C", "C", "O", "O", "H", "H", "H", "H", "H", "H", "C", "C", "O", "O", "H", "H", "H", "H", "H", "H", "C", "C", "O", "O", "H", "H", "H", "H", "H", "H", "C", "C", "O", "O", "H", "H", "H", "H", "H", "H", "C", "C", "O", "O", "H", "H", "H", "H", "H", "H"], "coordinates": [[17.599377, 19.472202, -6.084415], [17.294476, 19.152906, -7.423618], [16.844883, 20.121686, -5.618733], [17.587616, 18.549762, -5.509999], [18.600034, 19.906083, -6.031924], [17.054369, 19.973236, -7.879761], [23.644263, 20.779329, -4.962421], [22.851276, 21.951794, -4.925568], [23.572453, 20.376830, -5.963573], [24.665484, 21.000853, -4.649189], [23.259038, 20.021292, -4.270284], [22.906621, 22.321031, -4.033830], [20.414996, 19.507859, -3.805719], [19.943967, 18.301757, -4.138439], [20.544187, 20.203635, -4.635054], [19.731887, 19.927884, -3.063500], [21.359379, 19.434663, -3.235041], [20.625107, 17.810205, -4.611246], [16.774235, 22.425520, -9.913674], [16.582413, 21.142377, -9.374495], [17.647196, 22.927331, -9.509524], [16.953174, 22.443157, -10.994331], [15.891424, 23.018236, -9.654573], [15.938426, 20.682993, -9.922757], [19.667159, 26.496371, -5.379347], [20.766530, 25.729141, -5.967022], [19.577681, 26.321344, -4.298154], [19.875131, 27.556922, -5.520290], [18.702839, 26.244594, -5.846246], [20.627262, 24.795484, -5.691038], [19.024880, 26.443361, -9.983823], [20.194835, 26.061944, -10.703180], [18.108783, 26.089229, -10.474797], [19.102206, 26.019123, -8.985516], [18.965266, 27.532268, -9.872447], [20.175070, 26.499141, -11.578403], [15.563888, 24.743198, -7.206211], [14.921633, 25.207718, -8.412622], [14.989829, 25.114694, -6.349948], [15.606079, 23.651083, -7.229590], [16.560482, 25.171990, -7.153517], [14.066344, 24.763771, -8.425730], [21.951578, 18.217065, -8.363469], [21.749124, 18.750935, -7.065132], [22.472230, 17.273346, -8.292420], [20.987762, 18.088589, -8.867332], [22.502120, 18.935793, -8.986410], [21.475161, 19.668553, -7.230826], [18.800449, 23.747685, -12.784683], [19.591274, 24.490821, -13.811709], [19.624420, 25.929620, -13.628613], [19.485701, 23.510214, -11.542204], [18.572215, 22.773714, -13.226496], [17.841229, 24.285636, -12.661920], [19.281376, 24.221776, -14.842073], [20.632987, 24.132847, -13.810603], [18.747123, 26.290401, -13.832710], [19.904829, 24.387554, -11.251225], [17.190998, 22.406191, -1.653775], [17.461105, 23.410722, -2.715284], [17.365473, 22.821063, -3.988549], [15.831495, 21.972719, -1.726341], [17.413016, 22.814020, -0.661456], [17.829063, 21.534775, -1.808420], [18.483262, 23.775624, -2.564738], [16.777601, 24.257994, -2.602331], [16.431974, 22.604777, -4.137721], [15.353841, 22.328399, -0.974758], [19.683180, 19.938023, -10.776761], [19.559462, 18.508785, -11.160791], [20.790317, 18.062891, -11.755247], [19.905124, 20.750834, -12.008763], [20.537784, 20.086742, -10.097914], [18.758883, 20.337161, -10.320599], [18.730342, 18.327501, -11.867347], [19.336213, 17.889610, -10.291351], [21.050798, 18.748369, -12.388964], [19.727124, 21.703587, -11.808889], [20.558020, 22.896131, -7.906909], [19.231429, 23.108438, -7.239238], [19.485667, 23.246412, -5.807114], [21.227249, 21.711899, -7.341806], [21.204903, 23.771949, -7.719911], [20.471621, 22.722908, -8.979456], [18.615225, 22.203828, -7.403525], [18.698809, 23.966577, -7.683113], [18.639155, 23.118349, -5.306397], [21.486630, 21.896589, -6.409377], [22.590067, 28.268263, -7.569737], [22.704437, 27.252688, -8.679369], [23.985815, 26.727021, -8.804036], [22.831889, 27.675923, -6.346810], [21.554849, 28.668839, -7.576386], [23.243245, 29.133025, -7.699829], [22.410494, 27.665706, -9.639264], [21.989711, 26.451490, -8.400247], [24.220294, 26.325212, -7.949620], [22.072384, 27.049047, -6.239121], [24.142913, 22.370731, -10.603214], [25.056299, 23.080341, -11.576125], [25.696660, 22.203119, -12.475605], [24.862760, 21.474756, -9.791428], [23.344575, 21.883472, -11.158433], [23.771156, 23.116256, -9.895719], [25.835858, 23.632515, -11.049683], [24.482097, 23.855473, -12.123871], [25.030367, 21.675759, -12.927982], [25.092261, 20.680168, -10.290443], [26.362474, 23.441236, -6.808241], [24.940879, 23.407479, -7.225579], [24.174155, 24.146090, -6.247389], [26.868193, 24.761534, -6.861919], [26.965385, 22.834770, -7.489638], [26.449524, 23.032044, -5.791696], [24.584089, 22.377520, -7.277036], [24.834480, 23.901044, -8.197755], [23.414842, 23.614503, -5.942180], [26.631489, 25.215693, -6.046704]], "atomic_forces_ev_per_a": [[-0.017, -0.207, 0.155], [-0.406, 0.207, -0.315], [0.160, 0.166, -0.142], [0.193, -0.061, -0.006], [-0.038, 0.160, 0.300], [0.147, -0.239, -0.100], [0.095, -0.487, 0.550], [-0.439, 0.482, 0.328], [0.245, -0.046, -0.177], [0.162, -0.019, -0.368], [-0.054, 0.069, -0.145], [-0.132, -0.025, -0.258], [1.146, 2.216, 1.777], [-0.813, -2.846, -0.909], [-0.001, 0.145, -0.152], [-0.223, 0.309, -0.250], [0.080, 0.147, -0.311], [-0.193, 0.062, -0.201], [-0.503, 0.995, -0.301], [0.330, -0.623, 0.037], [0.128, -0.326, 0.416], [-0.263, -0.284, 0.039], [0.168, 0.353, -0.336], [0.054, -0.067, 0.112], [0.517, -0.675, -0.184], [-1.129, 0.407, 0.809], [0.123, -0.059, -0.226], [0.068, -0.098, -0.144], [0.272, 0.031, 0.001], [-0.105, 0.550, -0.297], [-0.033, 0.299, -0.065], [-0.102, 0.172, -0.492], [0.104, -0.030, 0.124], [-0.004, -0.122, -0.001], [0.018, -0.116, -0.051], [0.021, -0.350, 0.381], [-0.729, 0.349, -0.480], [0.284, -0.263, 0.402], [0.185, -0.290, 0.120], [0.198, 0.043, 0.310], [0.068, -0.051, -0.161], [0.029, 0.190, -0.177], [-0.486, 0.660, -0.411], [0.062, 0.353, 0.068], [0.134, -0.162, 0.002], [0.119, -0.348, 0.071], [0.253, -0.313, 0.087], [-0.081, -0.081, 0.324], [-0.288, -0.157, 0.179], [1.062, 0.350, -0.986], [-0.233, -0.563, 0.034], [0.034, 1.485, -0.443], [-0.051, -0.075, 0.257], [0.176, -0.215, 0.341], [-0.398, 0.354, 0.490], [-0.170, 0.382, 0.371], [0.326, -0.241, 0.010], [-0.572, -1.119, -0.214], [-0.330, -0.488, 0.705], [0.500, 0.533, 0.468], [-0.412, 0.073, -0.652], [0.046, -0.062, -0.060], [0.032, 0.039, -0.099], [0.000, -0.045, -0.020], [-0.062, 0.016, -0.349], [-0.004, 0.051, -0.127], [0.310, -0.097, 0.047], [-0.079, -0.002, -0.004], [-0.399, 2.187, -0.701], [0.181, -0.568, -0.849], [-0.279, 0.075, 0.183], [-0.237, -0.337, 0.954], [-0.257, -0.068, -0.141], [0.375, -0.471, 0.122], [0.171, 0.336, 0.121], [0.279, 0.030, 0.074], [-0.160, -0.148, 0.160], [0.454, -1.021, 0.215], [1.324, -0.673, 1.064], [-0.374, -0.773, 0.742], [-0.913, 0.138, -0.715], [-0.358, 0.792, -0.054], [-0.181, -0.207, -0.268], [-0.100, 0.022, 0.052], [0.123, 0.320, 0.108], [0.229, -0.008, 0.345], [0.786, 0.032, -0.394], [-0.303, 0.083, -0.711], [-0.891, 1.031, -0.854], [-0.735, -0.223, 0.379], [0.836, -0.456, 0.157], [-0.578, -0.957, 1.090], [0.162, 0.032, -0.242], [0.261, -0.173, -0.029], [-0.030, 0.066, -0.159], [0.048, 0.145, -0.364], [-0.022, 0.156, -0.224], [1.100, 0.154, 0.341], [0.732, 0.576, 0.183], [-0.370, 0.903, -0.299], [0.217, -0.356, -0.092], [0.091, -0.798, 0.264], [-0.412, -0.123, 0.094], [-0.461, -0.043, -0.313], [0.090, -0.259, 0.093], [0.024, -0.302, 0.140], [-0.033, 0.081, -0.060], [0.033, 0.294, -0.004], [0.585, -0.102, 0.155], [-1.113, 0.134, 0.466], [-0.294, -0.048, -0.177], [0.352, 0.214, 0.131], [-0.013, 0.034, 0.047], [0.067, -0.035, -0.134], [-0.017, -0.010, -0.221], [-0.024, -0.140, 0.061], [0.692, 0.093, -0.306], [-0.152, -0.024, -0.126]]}


(2)
{"formula": "C23H12Cl3I2MnO3", "method": "the ωB97M-V functional and the def2-TZVPD basis", "multiplicity": 5, "de_lowest_ev": 0.510, "charge": 0, "lumo_ha": [-0.045, -0.014], "mol_weight_g_mol": 751.45, "homo_ev": [-8.5264, -8.6437], "homo_lumo_gap_ev": [7.31, 8.27], "elements": ["Mn", "Cl", "C", "C", "C", "Cl", "C", "O", "C", "Cl", "C", "H", "H", "I", "C", "C", "C", "C", "C", "C", "C", "C", "C", "C", "H", "H", "H", "H", "H", "H", "I", "C", "C", "C", "C", "C", "C", "C", "O", "O", "H", "H", "H", "H"], "coordinates": [[-0.156510, -0.698305, 0.872668], [-4.425680, -4.956332, 4.706858], [-3.519904, -3.644971, 4.006191], [-2.598872, -3.908651, 3.011141], [-1.906138, -2.832813, 2.498020], [-0.727020, -3.069546, 1.202224], [-2.060954, -1.508635, 2.896758], [-1.364529, -0.529230, 2.353103], [-3.011068, -1.301500, 3.902000], [-3.281081, 0.310704, 4.460773], [-3.729120, -2.349013, 4.451494], [-2.429416, -4.914792, 2.655019], [-4.453542, -2.150921, 5.229152], [2.506769, -0.872649, 1.734959], [3.019676, -1.286321, -0.236455], [4.333006, -1.454882, -0.539171], [4.695137, -1.744263, -1.878068], [3.735428, -1.854698, -2.835557], [2.362327, -1.680339, -2.522240], [1.360945, -1.792412, -3.520617], [0.046654, -1.615575, -3.213612], [-0.333149, -1.307533, -1.883578], [0.602764, -1.194498, -0.898792], [1.976188, -1.383852, -1.193423], [5.097295, -1.367259, 0.220657], [5.739458, -1.876739, -2.128643], [4.008422, -2.077196, -3.860132], [1.664077, -2.017120, -4.536323], [-0.710862, -1.695823, -3.982628], [-1.384961, -1.141714, -1.672140], [-1.644646, 7.749813, -1.466347], [-0.961790, 5.830465, -1.035241], [0.402899, 5.576779, -1.032567], [0.850137, 4.293419, -0.755112], [-0.053165, 3.278175, -0.469715], [-1.415694, 3.550342, -0.466651], [-1.878559, 4.826980, -0.756551], [0.480884, 1.898686, -0.185999], [1.625508, 1.599478, -0.446640], [-0.424094, 1.084866, 0.311294], [1.107225, 6.368618, -1.246960], [1.907211, 4.062526, -0.762248], [-2.112241, 2.758736, -0.227409], [-2.939013, 5.037994, -0.759488]], "atomic_forces_ev_per_a": [[-0.202, 0.571, -0.244], [0.066, 0.108, -0.054], [-0.070, -0.071, 0.067], [0.047, -0.065, -0.036], [0.146, -0.235, -0.191], [-0.178, -0.160, 0.089], [0.474, 0.513, -0.320], [-0.306, -0.378, 0.337], [-0.203, 0.028, 0.254], [0.010, -0.049, -0.016], [-0.033, 0.061, 0.044], [0.003, 0.020, -0.008], [0.014, 0.004, -0.016], [0.040, 0.020, 0.371], [-0.142, -0.009, -0.128], [0.105, -0.048, -0.260], [0.038, 0.029, 0.186], [-0.102, -0.005, -0.065], [0.024, -0.028, -0.120], [0.091, -0.007, 0.007], [-0.099, 0.034, 0.091], [0.005, -0.038, -0.276], [0.171, -0.064, 0.131], [0.163, -0.046, 0.013], [-0.005, -0.003, 0.000], [-0.012, 0.008, 0.021], [-0.016, 0.001, 0.005], [0.003, 0.001, 0.014], [-0.003, -0.004, 0.015], [-0.027, 0.009, 0.007], [-0.035, 0.097, -0.018], [0.020, -0.073, 0.015], [-0.002, -0.091, 0.016], [0.024, 0.082, -0.066], [0.052, -0.050, 0.072], [-0.045, 0.037, 0.059], [0.086, -0.077, 0.016], [-0.534, 0.079, -0.322], [0.307, -0.075, 0.173], [0.128, -0.118, 0.145], [-0.002, -0.007, -0.004], [-0.007, 0.006, 0.006], [-0.004, 0.005, -0.008], [0.006, -0.008, 0.001]]}


(3)
{"formula": "C23H13BaCl6N3O14", "method": "the ωB97M-V functional and the def2-TZVPD basis", "de_lowest_ev": 0.000, "charge": -2, "lumo_ha": 0.134, "mol_weight_g_mol": 905.41, "homo_ev": -1.8907, "homo_lumo_gap_ev": 5.53, "elements": ["Ba", "O", "C", "O", "C", "O", "C", "C", "O", "O", "H", "H", "H", "H", "H", "O", "C", "C", "O", "C", "C", "O", "C", "O", "O", "O", "C", "O", "C", "C", "Cl", "N", "N", "C", "C", "O", "O", "C", "C", "C", "C", "C", "C", "H", "H", "H", "H", "H", "H", "Cl", "C", "Cl", "H", "H", "Cl", "C", "Cl", "Cl", "C", "N"], "coordinates": [[0.667938, -0.120279, -0.894665], [1.242205, -4.544050, 1.239228], [1.272752, -3.410149, 0.528691], [0.887964, -2.355417, 0.969250], [1.748424, -3.650026, -0.889661], [2.287919, -2.512642, -1.508633], [3.634438, -2.227908, -1.098806], [3.661315, -1.507288, 0.268257], [4.214097, -2.087933, 1.210500], [3.068127, -0.390467, 0.265757], [0.824563, -4.330198, 2.087001], [0.850148, -3.934687, -1.444907], [2.457981, -4.482541, -0.889872], [4.041415, -1.565744, -1.863887], [4.208640, -3.157710, -1.062600], [-0.083848, 6.357066, -2.962168], [0.051664, 5.193135, -2.631351], [-0.928938, 4.369983, -1.847349], [-1.990319, 4.764795, -1.370722], [-0.360440, 3.025158, -1.756911], [0.952102, 3.006782, -2.339294], [1.711391, 1.997336, -2.296149], [1.206736, 4.300070, -2.985526], [2.160904, 4.615642, -3.694891], [-0.890325, 2.010370, -1.218772], [-3.562966, -4.697873, 1.102359], [-3.961244, -3.648355, 1.785848], [-4.824608, -3.721635, 2.634877], [-3.233006, -2.369695, 1.537498], [-3.376947, -1.220710, 2.293188], [-4.413973, -0.882397, 3.601082], [-2.550713, -0.278472, 1.794811], [-1.876782, -0.745975, 0.729219], [-2.270568, -1.996288, 0.559905], [-1.632998, -2.792547, -0.558774], [-1.758296, -4.045455, -0.506258], [-0.995675, -2.157972, -1.414719], [-2.352996, 1.073538, 2.224708], [-1.996121, 1.333346, 3.540104], [-1.778031, 2.645840, 3.924299], [-1.896377, 3.673208, 2.995563], [-2.228804, 3.395159, 1.677619], [-2.469177, 2.084619, 1.288133], [-2.810992, -4.457040, 0.434182], [-1.872902, 0.519261, 4.242287], [-1.481637, 2.860514, 4.943165], [-1.699794, 4.694884, 3.296500], [-2.282261, 4.171672, 0.923491], [-2.677156, 1.859409, 0.251814], [1.719629, 0.759578, 4.537592], [1.582004, 0.401469, 2.797833], [1.143234, 1.845990, 1.867297], [0.794402, -0.333881, 2.675514], [2.528761, 0.031761, 2.417538], [4.380261, -0.192425, -5.200432], [2.824132, 0.631564, -5.463871], [2.937465, 2.318146, -5.043447], [2.326929, 0.394384, -7.167147], [1.825860, -0.015533, -4.607730], [1.044494, -0.501387, -3.926567]], "atomic_forces_ev_per_a": [[-0.050, 0.416, -0.251], [0.015, 0.009, 0.002], [-0.060, -0.046, 0.011], [0.034, -0.025, 0.043], [0.001, -0.016, 0.001], [-0.031, -0.015, 0.034], [0.017, 0.004, -0.001], [0.006, -0.070, -0.032], [0.005, 0.072, 0.020], [-0.016, -0.061, 0.055], [-0.002, 0.000, -0.002], [-0.003, -0.001, 0.006], [0.007, 0.009, -0.001], [-0.008, -0.001, -0.007], [-0.003, 0.001, 0.013], [0.048, 0.021, 0.074], [-0.110, -0.053, -0.195], [0.012, 0.035, 0.081], [0.005, -0.016, -0.007], [0.019, 0.031, 0.022], [0.034, 0.036, 0.017], [-0.073, -0.075, 0.052], [-0.006, -0.048, 0.056], [0.067, 0.029, 0.004], [-0.013, -0.028, 0.034], [-0.068, 0.012, -0.176], [0.293, -0.057, 0.335], [-0.122, 0.033, -0.109], [-0.048, 0.028, -0.064], [-0.046, 0.021, -0.027], [0.004, 0.010, 0.000], [0.037, -0.015, 0.013], [0.028, -0.033, 0.016], [-0.042, 0.018, 0.003], [0.050, -0.070, 0.002], [-0.061, 0.025, -0.014], [0.013, -0.044, 0.004], [-0.010, -0.013, 0.006], [-0.003, 0.001, -0.005], [0.003, 0.003, 0.000], [0.006, 0.003, -0.002], [-0.005, 0.001, -0.004], [0.014, 0.008, -0.006], [0.031, -0.044, 0.044], [0.001, 0.000, 0.003], [0.000, 0.001, 0.001], [-0.001, 0.002, 0.001], [0.006, 0.000, -0.002], [0.000, -0.001, -0.002], [0.005, -0.003, 0.000], [0.002, 0.009, -0.025], [-0.005, -0.061, 0.026], [-0.005, -0.001, 0.006], [0.011, 0.005, 0.001], [0.090, -0.092, -0.001], [0.063, 0.067, 0.033], [-0.100, -0.006, -0.109], [-0.011, 0.025, 0.045], [-0.011, 0.072, -0.022], [-0.013, -0.109, 0.001]]}